(1)
C34H53CoN4OP2 | wB97M-V/def2-TZVPD

Positions of all 95 atoms, in Å:
H  3.24  -0.91  -0.35
H  4.44  -0.22  -1.50
H  1.32  1.92  3.80
H  0.77  -4.90  4.69
O  -1.14  0.62  3.46
H  1.15  -1.91  -3.45
H  -1.21  5.23  -2.06
H  -3.52  2.30  0.16
C  0.70  -1.26  -4.21
H  -0.69  -1.82  4.76
C  -4.91  0.21  -0.56
C  -3.75  0.12  0.45
H  3.70  -0.74  3.81
H  -1.72  -2.20  -3.16
N  -0.43  1.89  -0.25
C  4.38  2.38  -0.26
H  -5.79  -0.37  -0.26
H  -0.94  1.14  -6.81
H  -3.92  -3.91  -0.95
H  4.80  -0.26  0.25
C  -1.59  3.10  -1.98
C  0.79  -4.51  3.64
H  -3.23  -1.27  -2.92
C  1.29  2.88  1.18
H  -2.28  3.08  -2.83
H  -5.22  1.27  -0.65
H  0.24  -3.01  5.73
H  2.93  2.33  -2.28
C  0.38  -0.57  -6.51
H  0.46  5.15  -0.18
C  -2.69  -2.18  -2.63
H  -1.41  -4.13  -1.49
H  0.83  2.90  2.19
H  1.46  1.72  -1.45
H  -5.01  -1.38  1.49
C  -4.15  -0.72  1.68
C  -2.49  -2.30  -1.10
C  0.52  -2.40  2.39
H  3.96  2.49  3.99
H  -4.22  1.81  1.72
C  -3.74  -2.94  -0.46
C  3.99  -0.12  -0.49
C  2.00  1.06  3.88
Co  0.03  -0.06  0.67
H  1.10  -1.63  5.03
C  3.32  1.27  -0.38
H  2.56  1.14  4.83
C  0.22  3.03  0.12
H  2.01  3.72  1.12
H  -4.44  -0.04  2.50
H  0.58  -0.69  -7.58
H  -1.35  -3.63  0.22
H  -0.33  -2.80  -0.97
H  3.18  -1.10  2.14
H  -3.58  -3.15  0.62
C  3.71  -0.37  2.77
H  5.00  2.37  -1.18
C  3.02  1.01  2.72
C  -1.29  1.90  -1.31
N  0.46  -0.46  -1.41
H  -4.65  -2.34  -0.57
C  -0.16  -0.23  -3.75
H  1.63  -2.23  -5.90
N  0.55  -3.09  3.61
C  -0.99  4.28  -1.56
C  -1.74  0.55  -1.78
H  0.00  -5.04  3.07
H  4.76  -0.33  2.44
C  -0.68  0.44  2.39
H  -1.41  1.43  -4.40
C  0.29  -2.35  4.83
C  -0.48  0.46  -6.08
P  2.07  1.17  1.07
P  -2.14  -0.58  -0.30
H  5.08  1.84  2.77
H  5.06  2.24  0.59
H  -4.59  -0.13  -1.56
C  -0.40  -0.11  -2.29
C  4.04  2.15  2.94
C  -3.46  1.56  0.96
C  2.52  1.51  -1.67
H  3.82  3.02  2.30
H  2.56  0.59  -2.29
H  1.39  0.14  3.91
C  0.96  -1.42  -5.57
C  -0.06  4.25  -0.50
C  -1.32  -3.26  -0.81
H  -3.31  -1.33  2.04
H  -2.54  0.63  -2.53
H  -2.47  1.63  1.44
H  -3.28  -3.05  -2.98
H  1.79  -4.73  3.22
C  -0.74  0.62  -4.71
H  3.92  3.38  -0.19
N  0.44  -1.70  1.47

Its total energy is -3686.8291 a.u. Its charge is +1. The value obtained for the energy above the lowest of the compared OMol25 structures with the same formula, charge and spin is 0.0 kcal per mole. Its orbital gap (spin up / spin down) is 7.30 / 6.53 eV. For the HOMO energy (spin up / spin down), the calculation gives -9.56 / -9.97 eV. Its spin multiplicity is 4. The calculation puts the lowest unoccupied orbital energy (spin up / spin down) at -2.261 / -3.445 eV. For the molecular weight, the calculation gives 654.7 g/mol. Its expectation value of S² is 3.799.

Atomic partial charges in e from the Mulliken method, atoms 1 to 6:
1. H 0.314
2. H 0.519
3. H 0.319
4. H 0.293
5. O -0.376
6. H 0.399

---

(2)
C34H54BCdF4N2O2 | wB97M-V/def2-TZVPD

Positions of all 98 atoms, in Å:
H  0.01  -3.75  -0.40
H  7.18  2.45  1.03
H  -1.44  -2.74  -0.36
H  -0.73  -1.88  3.24
H  2.75  2.29  -5.63
H  7.02  -0.25  -0.38
F  -0.97  2.63  -1.06
C  -2.93  -1.62  4.82
C  -1.91  -0.85  5.68
H  -6.71  1.29  0.85
H  -5.57  -1.33  -0.33
H  1.43  3.57  -2.35
Cd  -0.47  0.24  -1.56
H  -3.43  -3.69  4.40
C  -4.25  1.86  0.04
H  -3.34  -1.18  -3.15
C  1.74  -1.83  -0.82
C  1.51  3.07  -3.31
C  -2.69  -3.12  4.99
H  0.04  -1.54  -4.42
H  -2.05  -1.08  6.74
H  -2.79  -3.42  6.04
H  -1.58  -0.93  -4.77
H  -2.02  0.23  5.54
F  0.28  4.07  0.26
H  0.28  -3.17  -2.84
O  -2.29  -0.21  -0.69
C  -2.76  -1.22  3.35
C  -3.77  -0.61  2.61
H  -6.08  0.16  -1.16
C  -1.02  -1.77  -4.35
O  1.18  0.10  -2.84
H  -3.21  -2.95  -3.36
H  -3.39  1.77  -0.62
C  2.56  -0.57  -1.01
H  4.94  3.09  -3.64
H  0.69  2.35  -3.39
H  -5.70  1.36  2.30
N  0.31  -1.66  -0.51
H  -3.95  2.48  0.89
H  1.38  3.81  -4.11
H  5.83  1.44  2.78
H  6.11  -1.08  0.89
H  4.82  2.46  -1.57
C  3.63  -0.33  -0.17
H  2.18  0.82  -4.81
C  3.12  1.41  -2.29
C  -3.62  -0.24  1.27
H  3.80  -1.03  0.65
C  -0.47  -2.85  -0.83
C  2.93  1.61  -4.79
C  2.26  0.31  -2.07
H  -4.43  -0.47  -1.39
H  7.42  0.03  1.33
C  2.87  2.38  -3.46
H  1.80  -2.39  -1.75
H  -1.22  -3.98  -2.47
H  2.21  -2.45  -0.04
H  -1.26  -2.66  -4.95
H  3.72  4.13  -4.38
H  -5.10  -1.82  4.78
C  -0.67  -3.04  -2.33
H  4.57  0.24  2.41
C  -5.23  -0.35  -0.67
H  0.57  -2.03  1.55
H  5.71  3.19  0.36
C  -1.34  -1.08  1.37
H  -3.08  -2.20  -1.74
C  -5.96  0.74  1.43
C  -4.75  0.49  0.53
H  -5.05  2.38  -0.50
H  -0.88  -1.11  5.41
C  -2.39  -0.49  0.61
C  3.93  3.49  -3.52
C  5.60  1.03  0.65
H  4.27  1.95  2.09
C  4.46  0.77  -0.34
C  -4.32  -1.29  5.35
H  -1.70  -3.41  4.65
C  -2.83  -2.08  -2.79
H  -4.40  -1.60  6.39
H  0.67  -0.34  1.07
H  3.91  4.12  -2.63
H  -4.71  -0.41  3.09
C  4.19  1.60  -1.42
C  6.60  -0.14  0.62
C  5.03  1.17  2.07
H  -4.53  -0.22  5.29
C  6.37  2.31  0.31
B  -0.21  2.77  0.16
N  -1.39  -1.93  -2.95
H  6.81  2.27  -0.69
C  -1.56  -1.43  2.70
H  -6.42  -0.19  1.78
H  3.92  1.15  -4.92
F  -1.02  2.41  1.24
C  0.11  -1.26  0.91
F  0.87  1.82  0.02

Its total energy is -2180.3913 a.u. Its charge is -1. The value obtained for the energy above the lowest of the compared OMol25 structures with the same formula, charge and spin is 0.0 kcal per mole. Its orbital gap is 7.38 eV. For the HOMO energy, the calculation gives -4.79 eV. The calculation puts the lowest unoccupied orbital energy at 2.589 eV. For the molecular weight, the calculation gives 722.0 g/mol.

Atomic partial charges in e from the Mulliken method, atoms 1 to 6:
1. H 0.299
2. H 0.455
3. H 0.329
4. H 0.434
5. H 0.444
6. H 0.358

---

(3)
C34H54BrN2OPPtSi | wB97M-V/def2-TZVPD

Positions of all 95 atoms, in Å:
C  -4.09  2.73  -0.73
C  -4.83  3.00  0.41
H  5.15  -2.47  -1.47
H  6.30  -1.11  0.86
C  -3.13  0.17  -1.85
H  -2.01  0.73  3.00
H  -3.75  -1.89  1.35
C  -1.34  2.39  -1.33
H  -6.34  4.25  1.28
H  -3.95  -0.63  3.31
H  6.23  -2.09  2.32
C  -3.40  -3.27  3.40
H  -5.56  -1.15  -3.80
C  2.90  -3.51  -0.27
C  0.21  4.19  -0.99
C  -5.93  4.79  -0.75
C  -4.61  -1.05  -3.30
C  3.10  1.14  -1.88
H  -3.55  -2.33  5.30
H  5.10  -0.28  3.62
H  3.37  0.39  -2.62
H  2.56  -1.87  2.94
H  -1.50  -3.35  2.39
H  -5.34  5.10  -2.80
C  -5.76  4.03  0.39
H  5.22  0.77  2.21
H  4.02  -3.08  -2.68
H  -1.45  1.61  -3.34
H  -1.03  3.36  0.56
C  4.21  -2.26  -1.98
H  -3.38  -4.24  3.90
H  2.01  1.13  -1.74
C  -0.74  3.32  -0.49
N  -2.86  -2.31  1.15
Pt  -1.31  -0.80  1.10
H  3.77  3.05  -0.14
H  -1.17  -0.69  -1.57
H  -1.05  -0.36  3.77
H  -4.68  2.41  1.31
H  3.65  0.52  3.01
C  -4.36  0.05  -2.49
C  -4.27  3.48  -1.90
H  1.70  -1.00  -2.30
H  3.92  2.10  1.33
H  -2.94  -2.70  0.21
H  5.94  0.90  0.12
H  4.34  -1.35  -2.57
H  -3.68  3.28  -2.78
H  0.24  3.17  -4.22
H  2.64  -4.28  -1.00
H  2.36  2.21  0.49
C  -2.15  -0.82  -2.03
H  -3.82  -2.86  -4.15
H  -1.90  -2.41  4.70
H  0.86  -1.97  -1.09
C  -3.63  -2.02  -3.48
C  -0.98  2.33  -2.68
O  -2.60  0.96  0.72
H  3.38  2.11  -2.29
H  -2.75  -4.36  1.67
C  -2.94  -2.21  4.40
C  0.54  4.15  -2.34
H  1.26  4.86  -2.73
H  3.84  -3.83  0.20
Br  1.11  -0.20  1.16
H  -5.12  0.81  -2.35
C  5.36  1.00  -0.80
C  -3.07  -0.76  3.94
C  3.84  0.94  -0.54
H  0.67  4.93  -0.34
C  3.45  2.14  0.35
C  4.58  0.04  2.71
H  5.69  0.23  -1.50
P  -2.77  1.51  -0.70
H  -4.44  -3.09  3.12
C  5.68  -1.81  1.42
C  -2.56  -3.40  2.14
H  -6.63  5.62  -0.75
C  1.72  -1.94  -1.76
C  3.56  -2.22  2.69
N  -1.89  -0.26  3.20
Si  3.42  -0.74  0.23
H  5.57  -2.72  0.82
C  -0.03  3.21  -3.18
C  3.03  -2.16  -0.98
H  -1.63  -2.66  -3.00
C  -2.40  -1.91  -2.84
H  2.12  -3.50  0.50
C  -5.20  4.51  -1.90
H  3.48  -3.20  2.20
H  5.60  1.97  -1.24
H  1.61  -2.75  -2.49
C  4.33  -1.20  1.83
H  4.11  -2.37  3.62
H  -3.22  -0.13  4.82

Its total energy is -4836.4628 a.u. Its charge is +2. Its orbital gap (spin up / spin down) is 8.91 / 6.97 eV. For the HOMO energy (spin up / spin down), the calculation gives -14.03 / -14.03 eV. Its spin multiplicity is 3. The calculation puts the lowest unoccupied orbital energy (spin up / spin down) at -5.116 / -7.068 eV. For the molecular weight, the calculation gives 840.9 g/mol. Its expectation value of S² is 2.005.

Atomic partial charges in e from the Mulliken method, atoms 1 to 6:
1. C 0.160
2. C -0.412
3. H 0.350
4. H 0.296
5. C 0.579
6. H 0.269

---

(4)
C34H54CaN3O2P2 | wB97M-V/def2-TZVPD

Positions of all 96 atoms, in Å:
H  0.88  4.38  -6.27
H  -5.71  1.24  0.15
H  -0.97  0.58  4.49
P  -2.75  0.31  0.05
H  3.55  2.36  -1.33
H  6.08  -0.29  -0.34
H  -2.43  -2.72  -0.01
H  -0.68  -4.00  -3.60
H  -2.52  -2.25  -3.41
H  -5.54  -0.74  -0.65
H  1.47  -3.58  -2.34
P  2.94  -0.24  -0.08
H  -1.66  -3.11  3.95
C  1.03  2.38  -5.46
C  2.07  -1.50  -0.92
H  -3.47  -3.17  1.35
C  -3.65  2.56  1.39
C  -3.83  -1.15  0.67
H  -0.69  -1.43  7.15
H  -5.10  1.31  -1.54
H  5.15  2.11  -2.06
C  0.68  2.80  2.25
H  0.57  5.45  -4.03
C  -2.89  -2.35  0.92
H  6.22  -0.12  -2.10
H  4.97  2.00  -0.29
C  -1.48  -1.21  -1.86
H  -2.29  0.75  -2.30
H  -2.42  -1.53  6.72
C  -1.46  -1.06  6.45
H  0.08  -3.01  4.36
H  3.13  -1.91  3.35
H  0.59  4.04  -1.98
C  4.50  -2.36  1.12
C  0.87  3.77  -5.37
C  0.71  3.59  -2.97
H  -3.19  3.95  -0.80
H  -5.24  0.03  1.88
N  -0.39  -1.07  -1.07
C  -0.87  -0.47  4.17
H  2.74  -2.36  -1.07
H  -5.52  2.79  -0.67
H  -5.55  -2.32  0.15
H  -2.08  -2.11  1.63
C  3.76  -1.07  1.47
H  -5.01  -1.64  2.41
H  -1.12  -3.38  5.64
H  -4.19  1.93  2.10
H  4.34  0.42  -3.57
H  2.17  -0.51  2.90
C  4.24  0.27  -1.42
C  -0.94  -2.81  4.72
H  5.44  -1.56  -1.43
O  -0.56  -0.75  2.97
H  -2.63  2.72  1.77
H  -3.01  2.69  -2.02
C  0.75  -1.79  -1.40
H  1.91  -2.09  2.09
C  -2.58  -0.15  -1.71
H  2.69  0.39  -2.96
C  3.68  -0.04  -2.82
C  -1.61  -2.21  -2.81
C  0.70  4.37  -4.12
C  0.91  2.21  -3.06
H  3.83  -3.11  0.68
H  -1.77  2.90  -0.76
H  -4.48  -2.05  -1.23
C  -4.49  -0.76  2.00
C  2.66  -1.40  2.49
H  -3.75  -0.43  2.75
C  -2.85  2.92  -0.96
C  -5.07  1.80  -0.55
C  -4.90  -1.57  -0.34
H  4.91  -2.77  2.05
H  1.16  1.90  -6.43
C  -0.57  -3.14  -2.95
C  -3.64  1.97  -0.03
C  1.05  1.51  -1.81
C  4.73  -0.04  2.10
H  -4.15  3.54  1.36
H  -3.52  -0.50  -2.16
C  1.01  1.58  -4.32
H  -1.54  0.02  6.53
C  5.57  -0.48  -1.29
H  1.08  0.49  -4.37
N  0.97  1.49  -0.62
H  4.19  0.86  2.43
H  5.20  -0.49  2.98
O  1.05  3.84  2.59
H  5.52  0.28  1.42
H  3.63  -1.12  -3.00
H  5.34  -2.20  0.44
C  4.48  1.78  -1.25
N  -1.09  -1.40  5.08
Ca  0.04  0.15  1.03
C  0.60  -2.92  -2.25

Its total energy is -3002.8605 a.u. Its charge is +1. The value obtained for the energy above the lowest of the compared OMol25 structures with the same formula, charge and spin is 9.7 kcal per mole. Its orbital gap is 5.95 eV. For the HOMO energy, the calculation gives -8.30 eV. The calculation puts the lowest unoccupied orbital energy at -2.350 eV. For the molecular weight, the calculation gives 638.9 g/mol.

Atomic partial charges in e from the Mulliken method, atoms 1 to 6:
1. H 0.410
2. H 0.311
3. H 0.325
4. P 0.940
5. H 0.200
6. H 0.385